# 1
DFT (ωB97M-V with the def2-TZVPD basis set) results for a cluster of 2 separate species, C3HNO2 in total in a non-equilibrium geometry.

Structure (ORCA input):
```
! RIJCOSX wB97M-V def2-TZVPD def2/J DEFGRID3
* xyz 0 1
C -0.901 2.067 -0.391
C -1.588 0.992 -0.532
C 4.451 1.001 0.501
N -1.969 -0.048 -0.937
O 3.377 0.768 -0.243
O 5.422 1.151 1.039
H -0.585 2.875 0.268
*
```

The HOMO-LUMO gap (alpha / beta) is 7.765 / 7.781 eV. The energy relative to the best compared isomer or geometry (same formula, charge and spin) is 299.6 kJ/mol. The value obtained for the LUMO energy (alpha / beta) is -0.070 / -0.069 hartree. As for the total energy: -319.98515 a.u.



# 2
DFT (ωB97M-V with the def2-TZVPD basis set) results for the molecule C3HNO4 in a non-equilibrium geometry.

Structure (ORCA input):
```
! RIJCOSX wB97M-V def2-TZVPD def2/J DEFGRID3
* xyz 0 1
O 2.174 -1.303 0.102
C 1.201 -0.610 -0.032
N 1.209 0.689 -0.107
C 0.104 1.328 -0.058
O -1.060 0.673 0.238
C -1.235 -0.635 0.087
O -2.324 -1.136 -0.110
O -0.063 -1.349 0.002
H -0.008 2.342 -0.121
*
```

The HOMO-LUMO gap is 10.410 eV. The SMILES is O=c1ncoc(=O)o1. The energy relative to the best compared isomer or geometry (same formula, charge and spin) is 108.6 kJ/mol. The value obtained for the LUMO energy is -0.043 hartree. As for the total energy: -470.62771 a.u.